[1]
C28H49N2O2P3Pr as an isolated structure at a distorted geometry, computed with ωB97M-V with the def2-TZVPD basis set.

The value obtained for the highest occupied orbital energy (alpha / beta) is -16.12 / -16.12 eV. The expectation value of S² is 2.0046. Its frontier orbital gap (alpha / beta) is 6.87 / 7.20 eV. As for the multiplicity: 3. Its total charge is +3.

Last column: Löwdin charge in e.
Element x y z (Å)
Pr: -0.43242 -0.38916 -0.62844  1.054
P: 0.13289 -0.96598 -3.38817  0.734
P: -1.06212 2.28450 -1.83826  0.756
P: -0.10210 -2.79980 1.14488  0.758
O: 1.12165 0.93999 0.65531  -0.250
O: -2.64950 -1.17895 -1.01183  -0.211
N: 3.33877 2.98857 2.40525  -0.036
N: 2.87262 1.76545 2.03417  0.067
C: 3.47540 0.57803 2.53175  -0.203
C: -5.01851 -3.23338 -2.97958  -0.033
C: -4.31214 1.42565 1.85896  -0.079
C: 0.44573 3.17451 -2.33962  -0.229
C: 3.71029 0.43481 3.89942  -0.020
C: 1.28101 0.07806 -4.34999  -0.245
C: -5.67230 -3.94247 -1.97160  -0.034
C: -5.27425 -3.78057 -0.64328  -0.027
C: 1.53125 -3.39740 1.66743  -0.264
C: 4.65772 -1.46122 2.06201  -0.072
C: -4.10591 -2.22784 -2.66608  -0.026
C: -3.67889 -2.13257 -1.34846  -0.252
C: 4.88745 -1.62767 3.43531  -0.044
C: 2.82100 5.37821 2.11612  0.003
C: 1.54213 3.32529 1.17347  0.066
C: -1.09842 -4.30210 0.81320  -0.236
C: -3.38073 1.90655 2.69384  -0.083
C: -0.52070 -2.35823 2.89086  -0.236
C: -4.23970 -2.88100 -0.32035  -0.025
C: 3.90544 -0.37876 1.61207  -0.029
C: 2.55040 3.93936 1.87934  -0.228
C: -1.69912 3.42093 -0.55530  -0.225
C: 1.06859 -2.54091 -3.47267  -0.249
C: -2.19365 2.66789 -3.22073  -0.245
C: -1.18475 -1.43170 -4.57257  -0.215
C: 4.60091 3.22196 3.09586  0.041
C: 1.76535 1.91115 1.22343  -0.321
C: 4.53463 -0.60316 4.32621  -0.035
H: -2.87761 -0.32783 -1.44628  0.090
H: -2.54651 3.70851 -3.15909  0.069
H: 1.43226 -4.17498 2.43310  0.080
H: -0.98943 -2.41201 -5.02792  0.073
H: -3.06063 1.99752 -3.18218  0.044
H: 3.72338 5.75683 1.60715  0.111
H: 2.15403 0.29646 -3.72004  0.059
H: 0.16732 4.08574 -2.88381  0.081
H: 5.08304 -2.17004 1.34455  0.122
H: 3.27453 1.14187 4.60733  0.129
H: 4.77754 4.30380 3.06323  0.096
H: -0.89130 4.02082 -0.12425  0.031
H: -1.36191 -0.67924 -5.34952  0.074
H: -2.85924 1.24097 3.40480  0.053
H: -0.90669 -3.23937 3.42116  0.073
H: -4.72877 2.02622 1.03848  0.058
H: 4.58659 2.95245 4.16410  0.105
H: 0.54152 -3.33380 -2.92564  0.055
H: -3.78340 -1.51966 -3.42852  0.104
H: 1.18855 -2.81412 -4.53442  0.077
H: -5.23621 -3.43973 -4.01927  0.125
H: -5.76843 -4.34800 0.15005  0.129
H: -0.74666 -4.80005 -0.10219  0.060
H: -2.16729 2.86080 0.26405  0.020
H: -1.00048 -4.99247 1.65969  0.069
H: -1.71936 2.51411 -4.19813  0.057
H: -4.58114 0.36530 1.88156  0.047
H: 2.14430 -3.75361 0.84539  0.051
H: 5.32879 -2.56267 3.80219  0.126
H: -3.92043 -2.72590 0.71137  0.120
H: -2.16265 -4.07099 0.66010  0.022
H: 1.06179 2.55040 -2.99195  0.026
H: 2.05489 -2.39879 -3.01524  0.058
H: 5.44454 2.72686 2.58780  0.125
H: -6.48321 -4.62681 -2.22065  0.129
H: 1.05928 3.42971 -1.46816  0.036
H: -2.42198 4.12250 -0.99821  0.070
H: -3.22056 2.99011 2.84140  0.067
H: 2.95349 5.62824 3.18049  0.109
H: 0.70985 3.82027 0.69665  0.081
H: 3.67570 -0.22909 0.55392  0.118
H: -1.22226 -1.51790 2.95239  0.035
H: 0.83056 1.04258 -4.60854  0.042
H: -2.12121 -1.54626 -4.01442  -0.010
H: 1.98258 5.97146 1.72835  0.100
H: 1.63081 -0.45229 -5.24476  0.078
H: 2.07495 -2.55392 2.10777  0.026
H: 4.87714 -0.64260 5.35868  0.125
H: 0.40198 -2.02948 3.38549  0.051


[2]
A 9-piece molecular cluster, C28H49N5O4S4 overall at a distorted geometry, computed with ωB97M-V with the def2-TZVPD basis set.

The value obtained for the highest occupied orbital energy is -8.19 eV. Its frontier orbital gap is 8.38 eV. Its total charge is 0.

Last column: Löwdin charge in e.
Element x y z (Å)
S: -19.94986 23.16844 17.64000  0.850
S: -25.50680 13.46310 19.84943  0.818
S: -20.16242 12.87143 22.23889  0.841
S: -26.25667 18.72009 19.86397  0.803
O: -20.47618 23.10433 16.18986  -0.610
O: -26.47116 20.20175 19.66472  -0.571
O: -24.28230 12.67685 20.25245  -0.577
O: -20.48789 11.43058 22.67334  -0.589
N: -22.78134 17.37343 24.95344  0.008
N: -21.00369 12.88247 16.70074  0.024
N: -18.53113 16.74433 16.36921  0.005
N: -18.79726 21.62071 22.90179  0.035
N: -21.99855 15.39828 20.01618  0.034
C: -18.37389 13.00192 22.64155  -0.256
C: -25.56531 18.22945 21.49873  -0.250
C: -20.68021 14.04765 16.08757  -0.139
C: -26.92954 12.38172 19.44930  -0.238
C: -21.81889 16.06638 18.80584  -0.129
C: -21.55047 17.51151 20.50768  -0.105
C: -22.33054 12.69706 16.54735  -0.172
C: -16.83497 16.81170 17.93662  -0.098
C: -19.76355 20.68561 22.83385  -0.167
C: -20.71279 22.57178 22.10200  -0.117
C: -20.83972 21.83721 18.55735  -0.249
C: -22.52430 19.65845 25.10081  -0.082
C: -20.90314 21.18459 22.26602  -0.136
C: -20.94018 24.63971 18.16942  -0.253
C: -22.86837 13.63042 15.72967  -0.141
C: -16.28776 16.66756 16.66222  -0.154
C: -24.96506 18.20620 18.67381  -0.243
C: -21.81987 14.43322 15.34424  -0.108
C: -23.85234 19.29253 25.17703  -0.146
C: -19.39504 22.76048 22.44013  -0.152
C: -21.52502 17.36462 19.09844  -0.156
C: -17.26392 16.80091 15.68374  -0.104
C: -21.87993 18.37960 24.95500  -0.148
C: -25.09941 14.17463 18.20664  -0.264
C: -20.02754 12.73540 20.34413  -0.241
C: -18.25789 16.87536 17.72263  -0.115
C: -24.00696 17.92567 25.10279  -0.152
C: -21.74821 16.26356 21.08985  -0.097
H: -24.71431 19.93399 25.28625  0.096
H: -24.88342 17.29550 25.13554  0.108
H: -25.21682 18.57145 17.67815  0.053
H: -24.07408 14.54449 18.20473  0.017
H: -19.64116 14.34150 16.06654  0.098
H: -21.50725 23.26996 21.88340  0.103
H: -25.01211 17.12919 18.51281  0.023
H: -20.73001 22.03801 19.62306  0.008
H: -20.40093 12.20533 17.14599  0.153
H: -18.00875 11.98008 22.74455  0.053
H: -18.29029 13.52434 23.59454  0.038
H: -21.52750 18.49114 20.96176  0.077
H: -22.07132 20.63401 25.19828  0.093
H: -21.18250 18.11685 18.40328  0.094
H: -17.89411 21.48909 23.33434  0.156
H: -21.85520 15.23518 14.62171  0.095
H: -25.82955 14.86685 17.78733  0.057
H: -21.88854 21.86652 18.26205  0.056
H: -19.11450 16.96214 18.37463  0.071
H: -20.51049 20.82997 18.30207  0.041
H: -23.99409 18.61970 18.94644  0.037
H: -20.88937 24.69214 19.25697  0.031
H: -21.85461 20.67631 22.21372  0.090
H: -19.57381 13.67770 20.03700  0.042
H: -17.75832 13.55661 21.93339  0.047
H: -23.91209 13.63021 15.45208  0.103
H: -26.59956 11.39609 19.77752  0.051
H: -15.24137 16.51535 16.44244  0.091
H: -22.73047 11.77291 16.93775  0.121
H: -17.12106 16.57917 14.63645  0.093
H: -27.27072 12.49560 18.42035  0.054
H: -22.04283 14.40150 20.17293  0.090
H: -26.18408 18.59402 22.31869  0.048
H: -21.01668 12.59536 19.90813  0.022
H: -20.47065 25.51189 17.71452  0.044
H: -27.62478 12.64140 20.24762  0.036
H: -21.98608 24.60021 17.86506  0.058
H: -24.59060 18.70371 21.61310  0.037
H: -25.49013 17.14208 21.50804  0.044
H: -20.83107 18.17420 24.79974  0.091
H: -19.59277 11.76985 20.08576  0.055
H: -18.81623 23.66978 22.50766  0.106
H: -24.96370 13.35463 17.50145  0.028
H: -22.38689 16.44734 24.87064  0.150
H: -19.45447 16.77744 15.96124  0.126
H: -21.83143 15.57742 17.84295  0.086
H: -21.74271 15.98513 22.13333  0.089
H: -16.34657 16.94880 18.89007  0.083
H: -19.63610 19.73398 23.32840  0.098


[3]
A 7-piece molecular cluster, C28H49N7 overall at a distorted geometry, computed with ωB97M-V with the def2-TZVPD basis set.

The value obtained for the highest occupied orbital energy is -11.18 eV. Its frontier orbital gap is 11.41 eV. As for the SMILES: CCCC#N.CCCC#N.CCCC#N.CCCC#N.CCCC#N.CCCC#N.CCCC#N. Its total charge is 0.

Last column: Löwdin charge in e.
Element x y z (Å)
N: -0.35036 26.52285 -6.14701  0.150
N: -10.20413 26.08877 -3.09604  0.126
N: -9.65701 18.43769 4.55312  0.138
N: -14.06374 21.27865 0.85616  0.144
N: -5.91566 21.46870 -1.15437  0.125
N: -8.91051 24.65336 -10.28427  0.148
N: -4.92399 31.46769 -7.99054  0.130
C: 1.75856 23.99861 -7.39803  -0.242
C: -11.95660 22.52925 0.00925  -0.183
C: -5.57308 23.94559 -5.38219  -0.126
C: -7.08120 18.40825 4.01930  -0.168
C: -5.05518 22.49029 -3.41797  -0.190
C: -10.68173 20.96647 -1.47859  -0.118
C: -10.76923 21.59254 -0.10267  -0.268
C: -5.11807 30.43981 -8.48940  -0.240
C: -8.50830 18.40645 4.28938  -0.238
C: -6.75298 17.41530 2.84049  -0.257
C: -7.92907 27.87592 -0.59721  -0.096
C: 0.04560 25.48301 -6.23726  -0.266
C: -7.26814 15.99170 2.98397  -0.131
C: -6.07763 23.51160 -4.01410  -0.242
C: -9.24670 28.72498 -0.92936  -0.227
C: -5.27748 29.13420 -9.14805  -0.198
C: -9.91663 27.15982 -2.77560  -0.224
C: -5.53277 21.94942 -2.15092  -0.235
C: -13.15329 21.78549 0.45874  -0.234
C: -3.69746 29.74851 -11.28421  -0.078
C: -9.22400 23.75105 -10.84194  -0.247
C: -8.11042 20.74922 -10.63607  -0.099
C: -9.64727 22.56604 -11.58246  -0.218
C: -5.07746 29.18230 -10.69868  -0.223
C: 0.62364 24.14886 -6.33264  -0.191
C: 2.98192 24.84104 -6.99439  -0.107
C: -9.52976 21.24473 -10.92537  -0.274
C: -9.56760 28.57964 -2.41343  -0.202
H: -7.78337 21.02086 -9.63240  0.072
H: 3.37848 24.36867 -6.09567  0.072
H: -8.32211 15.97864 2.70633  0.072
H: -9.99734 28.28589 -0.27221  0.105
H: -7.53441 27.95659 0.41562  0.061
H: -2.85538 29.32149 -10.73954  0.064
H: -8.20935 19.67034 -10.51637  0.066
H: -0.09568 23.40157 -6.66767  0.114
H: -10.44687 29.14804 -2.71660  0.110
H: 3.83488 24.68576 -7.65504  0.066
H: -9.89529 20.46824 -11.59733  0.109
H: -5.09063 21.62216 -4.07616  0.115
H: 1.05689 24.04408 -5.33794  0.116
H: -6.65972 19.38238 3.77122  0.115
H: -7.05724 17.70364 1.83432  0.108
H: -4.60189 24.43207 -5.29143  0.071
H: -6.24547 24.68732 -5.81327  0.073
H: -3.67004 30.81662 -11.06861  0.063
H: -4.00359 22.77162 -3.47393  0.120
H: -7.17670 28.37086 -1.21127  0.065
H: -5.95902 29.70363 -11.07173  0.099
H: -9.03879 29.78674 -0.79699  0.104
H: -11.62814 23.25696 0.75132  0.115
H: -11.10163 19.96430 -1.56483  0.070
H: -6.17535 24.39763 -3.38681  0.108
H: -7.40697 20.91184 -11.45266  0.080
H: -8.83917 29.00314 -3.10490  0.117
H: 1.28528 24.24330 -8.34894  0.106
H: -5.18293 28.12438 -10.93906  0.093
H: -6.61961 18.04064 4.93576  0.116
H: -9.13407 22.58629 -12.54387  0.123
H: -10.19546 21.29560 -10.06377  0.119
H: -4.59572 28.42292 -8.68181  0.115
H: -10.69372 22.75646 -11.82076  0.121
H: -5.44557 23.19828 -6.16536  0.072
H: -9.68993 20.91063 -1.92728  0.065
H: -6.29671 28.83408 -8.90476  0.112
H: 2.81024 25.91358 -6.90337  0.077
H: -11.29947 21.50176 -2.19968  0.069
H: -7.08678 23.11178 -4.11347  0.112
H: -3.58607 29.45007 -12.32662  0.063
H: -6.74632 15.32667 2.29583  0.071
H: -10.62767 20.87099 0.70195  0.117
H: -12.14061 23.08713 -0.90892  0.116
H: -9.82345 22.13390 -0.07987  0.102
H: -5.68447 17.23631 2.72062  0.098
H: -8.02015 26.80145 -0.75635  0.063
H: 2.04171 22.94603 -7.40202  0.103
H: -7.10534 15.57796 3.97916  0.076